C39H41IrN2O7P4S as an isolated structure. Source: OMol25; level of theory: ωB97M-V/def2-TZVPD.

```
95
Properties=species:S:1:pos:R:3
Ir 0.24838 0.12101 0.54721
C -2.67523 -2.11109 3.32045
C -1.57652 -1.08534 3.56068
O -1.58981 -0.51561 4.85724
P 0.10128 -1.74173 3.18055
O 0.10211 -3.24172 3.58267
O 1.18075 -1.06138 4.08239
O 0.36964 -1.59609 1.68907
P -1.65713 0.37764 2.45606
O -2.72380 1.35557 3.01642
O -0.20544 0.94546 2.47189
O -1.89713 -0.04021 1.00140
H -2.59030 -2.92033 4.04722
H -2.60661 -2.54915 2.32486
H -3.65278 -1.64021 3.42732
H -1.88868 -1.15979 5.51490
H 0.90424 -3.65064 3.94056
H 1.11523 -0.09396 4.15307
H -2.83774 1.36958 3.98176
C 2.92868 -0.75055 -2.41453
C 1.41761 -0.93456 -2.64832
P 0.42724 -1.46845 -1.21749
C -1.20888 -1.86129 -1.85555
C -1.45947 -1.90248 -3.23228
C -2.70321 -2.29630 -3.69800
C -3.70235 -2.65398 -2.80153
C -3.45708 -2.61899 -1.43507
C -2.21794 -2.22245 -0.96278
C 1.20970 -3.05233 -0.77925
C 0.85325 -4.12369 -1.60421
C 1.48338 -5.35234 -1.46771
C 2.46749 -5.53015 -0.51014
C 2.82087 -4.47499 0.32225
C 2.19379 -3.24805 0.19256
C 3.34349 -0.29884 -1.01920
P 2.22361 0.98238 -0.38724
C 2.93122 1.61977 1.13145
C 3.12948 2.97718 1.39936
C 3.70875 3.35768 2.59765
C 4.07581 2.39926 3.53767
C 3.86713 1.04808 3.28467
C 3.29711 0.65685 2.08691
C 2.26128 2.23440 -1.68209
C 3.50042 2.88076 -1.79573
C 3.72571 3.76635 -2.83592
C 2.73022 4.00774 -3.77342
C 1.50869 3.35584 -3.67445
C 1.27262 2.46872 -2.63571
H 3.28479 -0.01872 -3.13960
H 3.44262 -1.68516 -2.63383
H 1.30431 -1.75957 -3.35621
H 0.95918 -0.05461 -3.09939
H -0.69948 -1.62945 -3.95079
H -2.89040 -2.33060 -4.76259
H -4.67028 -2.96696 -3.16916
H -4.23343 -2.90622 -0.73874
H -2.02432 -2.20922 0.10034
H 0.07840 -4.00947 -2.35067
H 1.19769 -6.17230 -2.11255
H 2.95801 -6.48894 -0.40998
H 3.58974 -4.60966 1.07166
H 2.46865 -2.45555 0.87383
H 4.33170 0.16688 -1.04469
H 3.39600 -1.13125 -0.32373
H 2.85192 3.72920 0.67198
H 3.88808 4.40563 2.79740
H 4.53742 2.70941 4.46572
H 4.17033 0.30513 4.01065
H 3.16040 -0.40082 1.88517
H 4.29489 2.69728 -1.08279
H 4.68281 4.26367 -2.91680
H 2.91169 4.69739 -4.58680
H 0.73789 3.53208 -4.41275
H 0.31954 1.96324 -2.59160
S -2.85547 5.46016 -1.51509
C -1.92152 4.12577 -0.95965
C -0.91830 4.18315 0.01936
C -0.24205 3.04505 0.37202
N -0.48246 1.85523 -0.21017
C -1.47913 1.77015 -1.12770
C -2.19734 2.86144 -1.51973
C -2.20213 6.81636 -0.56492
C -2.76012 7.14382 0.66062
C -2.21277 8.22062 1.34893
N -1.19682 8.94238 0.88833
C -0.69402 8.63150 -0.30219
C -1.15963 7.57490 -1.07544
H -0.67955 5.11159 0.51855
H 0.50473 3.05662 1.15559
H -1.68629 0.78593 -1.52850
H -2.98237 2.73962 -2.25458
H -3.59909 6.59410 1.06540
H -2.61702 8.51735 2.30964
H 0.11680 9.25454 -0.66062
H -0.73080 7.36701 -2.04639
```

Summary:
* <S²>: 0.757
* total charge: +3
* ΔE to the lowest compared entry with this formula, charge and spin: 17.7 kcal per mole
* maximum force: 0.6 eV/A
* electronic energy: -109233.043 eV
* LUMO level (spin up / spin down): -0.3149 / -0.4173 Ha
* spin multiplicity: 2